(1)
# C29H44BrN3OsP2S

A structure of composition C29H44BrN3OsP2S (ωB97M-V/def2-TZVPD, OMol25).

Element x y z (Å)
C1 -0.26 5.84 -3.48
C2 -0.23 4.46 -3.83
C3 -0.68 4.18 -5.14
C4 -1.12 5.20 -5.97
N1 -1.14 6.49 -5.63
C5 -0.71 6.79 -4.40
C6 0.15 3.42 -2.95
C7 0.13 2.67 -1.95
C8 -0.66 2.02 -0.84
C9 0.14 2.20 0.38
C10 -0.50 1.78 1.60
C11 -1.65 0.99 1.53
C12 -2.50 1.10 0.40
C13 -2.05 1.75 -0.74
Os1 1.06 1.26 -1.03
P1 1.94 -0.53 0.24
H1 -0.72 3.15 -5.49
H2 0.05 6.18 -2.50
H3 -1.48 4.98 -6.97
H4 -0.75 7.84 -4.15
H5 -2.68 1.89 -1.63
H6 0.79 3.09 0.43
H7 -3.47 0.65 0.44
H8 -0.03 2.14 2.53
C14 1.77 -2.04 1.27
C15 2.52 -3.29 0.79
H9 0.70 -2.24 1.41
H10 2.12 -1.72 2.27
H11 2.42 -4.07 1.55
H12 2.09 -3.68 -0.13
H13 3.58 -3.12 0.64
C16 2.13 -1.04 -1.57
C17 3.01 -0.09 -2.36
H14 1.10 -1.03 -1.97
H15 2.47 -2.08 -1.53
H16 2.94 -0.38 -3.41
H17 2.64 0.99 -2.32
H18 4.04 -0.16 -1.99
C18 3.57 0.13 0.75
C19 4.71 -0.88 0.76
H19 3.40 0.54 1.76
H20 3.78 1.00 0.10
H21 5.66 -0.35 0.90
H22 4.61 -1.60 1.58
H23 4.78 -1.44 -0.19
Br1 -1.90 -0.44 2.64
P2 -2.17 -2.92 -1.49
C20 -0.41 -3.32 -1.23
C21 -0.21 -4.82 -1.45
H24 -0.13 -2.99 -0.21
H25 0.19 -2.75 -1.96
H26 0.85 -5.08 -1.51
H27 -0.66 -5.41 -0.63
H28 -0.69 -5.13 -2.39
C22 -2.85 -3.00 0.22
C23 -4.30 -3.49 0.20
H29 -2.76 -2.00 0.67
H30 -2.22 -3.69 0.79
H31 -4.70 -3.54 1.22
H32 -4.96 -2.83 -0.39
H33 -4.36 -4.50 -0.23
C24 -2.27 -1.16 -1.92
C25 -2.70 -1.01 -3.38
H34 -1.28 -0.70 -1.72
H35 -3.01 -0.70 -1.25
H36 -2.97 0.03 -3.60
H37 -1.90 -1.32 -4.06
H38 -3.58 -1.64 -3.59
C26 1.55 -0.26 6.43
N2 0.43 0.59 6.05
C27 -0.74 0.73 6.77
C28 -1.61 1.43 5.98
N3 -0.91 1.75 4.84
C29 0.35 1.21 4.84
S1 1.53 1.13 3.65
H39 1.56 -1.21 5.88
H40 2.47 0.30 6.21
H41 1.47 -0.47 7.50
H42 -0.83 0.34 7.77
H43 -2.62 1.77 6.18
H44 -1.38 2.11 3.99

Results
Net charge = +4
DFT total energy = -137130.6702 eV
Multiplicity = 5

***

(2)
# C29H44N3O2S5SbTi

A structure of composition C29H44N3O2S5SbTi (ωB97M-V/def2-TZVPD, OMol25).

Element x y z (Å)
Ti1 -2.59 0.16 -0.19
C1 4.18 0.64 -2.22
C2 3.25 0.72 -3.43
C3 3.66 -0.38 -4.41
C4 3.45 2.09 -4.09
C5 1.78 0.54 -3.04
C6 1.38 0.35 -1.72
C7 0.03 0.19 -1.41
N1 -0.58 -0.01 -0.19
C8 0.00 -0.22 1.04
C9 1.32 -0.51 1.37
C10 1.71 -0.60 2.71
C11 0.76 -0.37 3.71
C12 -0.59 -0.13 3.42
C13 -0.96 -0.15 2.08
O1 -2.22 -0.05 1.67
C14 -1.62 0.21 4.50
C15 -2.78 -0.79 4.52
C16 -2.18 1.61 4.22
C17 -1.00 0.22 5.90
C18 3.15 -0.90 3.11
C19 3.72 0.28 3.91
C20 3.20 -2.16 3.98
C21 4.06 -1.13 1.90
C22 -0.92 0.28 -2.45
O2 -2.18 0.19 -2.04
C23 -0.56 0.47 -3.78
C24 0.81 0.59 -4.04
C25 -1.63 0.59 -4.86
C26 -1.02 0.76 -6.25
C27 -2.50 -0.68 -4.88
C28 -2.51 1.81 -4.57
H1 5.21 0.78 -2.54
H2 4.11 -0.32 -1.71
H3 3.95 1.42 -1.49
H4 4.72 -0.28 -4.68
H5 3.07 -0.34 -5.32
H6 3.51 -1.37 -3.97
H7 4.50 2.23 -4.37
H8 3.16 2.89 -3.42
H9 2.84 2.18 -4.99
H10 2.12 0.35 -0.94
H11 2.04 -0.68 0.60
H12 1.08 -0.38 4.74
H13 -3.29 -0.79 3.56
H14 -3.50 -0.51 5.29
H15 -2.41 -1.79 4.76
H16 -2.66 1.67 3.24
H17 -1.38 2.35 4.25
H18 -2.92 1.88 4.98
H19 -0.59 -0.76 6.18
H20 -1.77 0.48 6.63
H21 -0.20 0.96 5.99
H22 3.15 0.45 4.82
H23 3.69 1.19 3.32
H24 4.76 0.08 4.19
H25 2.61 -2.04 4.89
H26 4.23 -2.39 4.27
H27 2.80 -3.02 3.44
H28 4.11 -0.25 1.26
H29 3.71 -1.96 1.29
H30 5.07 -1.36 2.24
H31 1.12 0.74 -5.07
H32 -0.37 -0.08 -6.52
H33 -0.43 1.68 -6.32
H34 -1.82 0.82 -6.99
H35 -1.89 -1.56 -5.11
H36 -3.27 -0.58 -5.65
H37 -2.99 -0.84 -3.92
H38 -1.91 2.72 -4.56
H39 -3.02 1.74 -3.62
H40 -3.27 1.91 -5.35
S1 -5.67 3.01 1.98
Sb1 -4.80 2.52 -0.07
S2 -4.97 0.10 -0.37
S3 -2.43 2.55 0.00
S4 -5.59 3.55 -1.93
N2 -2.20 -3.29 2.16
C29 -3.02 -2.92 1.14
N3 -4.32 -2.74 1.45
S5 -2.41 -2.70 -0.41
H41 -2.48 -3.08 3.10
H42 -1.22 -3.14 1.98
H43 -4.53 -2.43 2.39
H44 -4.85 -2.22 0.75

Results
Net charge = -2
DFT total energy = -123192.1515 eV

***

| no. | strongest force on any atom (eV/Å) |
| --- | --- |
| 1 | 8.2 |
| 2 | 1.4 |